<i>
The following is a quantum chemistry calculation of a molecular structure, C6H7Cl, from the OMol25 dataset.

Summary:
LUMO level ... 0.7 eV
Highest occupied orbital energy ... -8.7 eV
Multiplicity ... 1
Gap between HOMO and LUMO ... 9.394 eV

Each line ends with the Löwdin charge.
Atoms and positions in Å:
C (-0.6773, -1.2611, 0.4831)  -0.02
C (0.5312, -1.7597, 0.2114)  -0.02
C (0.1348, 0.0119, -1.2961)  -0.11
C (-0.3286, 0.1324, 0.1061)  -0.41
C (1.0288, -0.3820, -0.2323)  -0.60
C (-0.7204, 1.5167, 0.6802)  0.02
Cl (2.7608, 0.4516, 0.1269)  0.45
H (-1.5663, -1.5339, 0.9427)  0.09
H (1.0234, -2.7444, 0.5380)  0.13
H (-0.2541, -0.8788, -1.8366)  0.12
H (0.2896, 0.9404, -1.9683)  0.15
H (-1.0074, 2.0256, -0.2343)  0.07
H (0.2223, 2.0489, 1.1140)  0.11
H (-1.4367, 1.4323, 1.3651)  0.02



<ii>
The following is a quantum chemistry calculation of a single C6H7Cl molecule, from the OMol25 dataset.

Summary:
LUMO level (spin up / spin down) ... -0.4 / -0.4 eV
Highest occupied orbital energy (spin up / spin down) ... -8.1 / -8.1 eV
Multiplicity ... 1
Gap between HOMO and LUMO (spin up / spin down) ... 7.696 / 7.696 eV

Each line ends with the Löwdin charge.
Atoms and positions in Å:
C (-1.6063, 0.4850, 0.2635)  -0.40
C (-2.9092, 0.8765, -0.2352)  -0.42
C (-0.3526, 1.2984, 0.3723)  -0.16
C (0.5543, 0.3266, -0.3802)  -0.18
C (0.0739, -1.0986, -0.0039)  -0.17
C (-1.3596, -0.8352, 0.1231)  -0.08
Cl (-4.2089, -0.1856, 0.0013)  0.60
H (-0.4071, 2.2453, -0.0825)  0.09
H (-0.1968, 1.5255, 1.4192)  0.12
H (0.2436, 0.5172, -1.4999)  0.15
H (1.6944, 0.5094, -0.2269)  0.13
H (0.3676, -1.8990, -0.6621)  0.11
H (0.4852, -1.2520, 0.9506)  0.10
H (-2.0868, -1.6727, 0.1468)  0.11



<iii>
The following is a quantum chemistry calculation of a single C6H7Cl molecule, from the OMol25 dataset.

Summary:
LUMO level (spin up / spin down) ... 0.5 / 0.5 eV
Highest occupied orbital energy (spin up / spin down) ... -8.0 / -8.0 eV
Multiplicity ... 1
Gap between HOMO and LUMO (spin up / spin down) ... 8.497 / 8.496 eV

Each line ends with the Löwdin charge.
Atoms and positions in Å:
C (-1.8405, -1.3560, 0.3370)  -0.18
C (-2.4197, -0.1881, 0.0105)  -0.60
C (-0.1865, 0.2196, -0.0428)  -0.02
C (0.6187, 1.2227, -0.3306)  -0.16
C (-0.3822, -1.1947, 0.2942)  -0.25
C (2.1403, 1.0378, -0.2569)  -0.12
Cl (-3.7909, 0.7001, -0.1246)  0.69
H (-2.3655, -2.1450, 0.7275)  0.07
H (0.3200, 2.1652, -0.7848)  0.10
H (0.1207, -1.4790, 1.2629)  0.14
H (0.0570, -1.8322, -0.4126)  0.09
H (2.8481, 1.7312, -0.9320)  0.11
H (2.3846, -0.0139, -0.5344)  0.07
H (2.4961, 1.1324, 0.7866)  0.06



Stability summary - winner: <ii>; margin: 0.240 eV.



<i>
The following is a quantum chemistry calculation of a gas-phase ion, C6H10BrN2 (charge +1), from the OMol25 dataset.

Summary:
LUMO level ... -3.5 eV
Highest occupied orbital energy ... -13.0 eV
Multiplicity ... 1
SMILES string ... C=C(C)/C=C\[NH+]=C(\N)Br
Gap between HOMO and LUMO ... 9.418 eV
Charge ... +1

Each line ends with the Löwdin charge.
Atoms and positions in Å:
C (-1.9512, 0.0859, 0.9704)  0.09
C (-1.3686, -0.7223, 0.0923)  -0.37
C (-1.3709, -2.2140, 0.2435)  -0.05
C (-0.8166, -0.2643, -1.1877)  -0.05
C (0.1476, 0.6002, -1.4812)  -0.13
N (0.9480, 1.3497, -0.5591)  0.05
C (1.9747, 0.9155, 0.1229)  -0.73
N (2.7067, 1.6846, 0.9056)  0.15
Br (2.4181, -0.9067, 0.0390)  0.95
H (-2.4308, -0.3082, 1.8476)  0.07
H (-1.9912, 1.1519, 0.8330)  0.07
H (-1.9670, -2.5141, 1.0996)  0.09
H (-0.3613, -2.5964, 0.3776)  0.07
H (-1.7812, -2.6811, -0.6494)  0.09
H (-1.2843, -0.7374, -2.0428)  0.13
H (0.3810, 0.8396, -2.5107)  0.13
H (0.7605, 2.3504, -0.5630)  0.18
H (3.4835, 1.2997, 1.4245)  0.12
H (2.5032, 2.6670, 1.0381)  0.14



<ii>
The following is a quantum chemistry calculation of a molecular structure, C6H10BrN2, from the OMol25 dataset.

Summary:
LUMO level (spin up / spin down) ... -4.6 / -4.6 eV
Highest occupied orbital energy (spin up / spin down) ... -12.3 / -12.3 eV
Multiplicity ... 1
Gap between HOMO and LUMO (spin up / spin down) ... 7.666 / 7.668 eV
Charge ... +1

Each line ends with the Löwdin charge.
Atoms and positions in Å:
C (3.0931, 0.9384, 0.6825)  -0.08
C (1.5385, 1.8965, -0.8000)  -0.13
C (0.5484, -0.1689, -0.0984)  -0.54
C (-1.9171, 0.0594, 0.7719)  -0.03
C (-1.2546, -1.8706, -0.7932)  -0.03
C (-0.7273, -0.8587, 0.3243)  -0.40
N (2.5457, 1.7996, 0.0457)  0.01
N (0.4592, 1.0733, -0.5153)  0.09
Br (2.1432, -1.2081, -0.0320)  1.09
H (3.5401, 0.9209, 1.7436)  0.14
H (1.6611, 2.7423, -1.4153)  0.12
H (-2.3433, 0.5173, -0.1750)  0.11
H (-1.4241, 0.8109, 1.4442)  0.10
H (-2.5380, -0.3671, 1.4403)  0.05
H (-2.2027, -2.3159, -0.5697)  0.09
H (-0.3919, -2.4703, -0.9691)  0.06
H (-1.5922, -1.2052, -1.5730)  0.08
H (-0.5913, -1.6432, 1.0340)  0.12
H (-0.5468, 1.3494, -0.5455)  0.17



Stability summary - winner: <i>; margin: 4.110 eV.